DFT (ωB97M-V with the def2-TZVPD basis set) results for a single C6H10O molecule.

Last column: Löwdin charge in e.
CARTESIAN COORDINATES (ANGSTROEM)
C -2.22 0.21 0.05  -0.0435
H 2.93 -0.14 -0.76  0.0978
H -2.65 1.20 0.18  0.0820
H -0.45 -1.81 1.09  0.1197
C 1.23 1.32 -0.37  -0.2007
H -0.55 0.61 1.36  0.1520
O -0.15 1.11 -0.59  -0.1127
H 1.37 1.92 0.55  0.1257
C 1.37 -1.11 0.13  -0.1014
H -2.37 -0.11 -0.99  0.0880
H -0.46 -1.66 -0.67  0.1287
C -0.73 0.22 0.35  -0.4159
C -0.12 -1.17 0.26  -0.1503
H 1.94 -2.03 0.18  0.1020
H -2.73 -0.50 0.71  0.0835
C 1.97 0.00 -0.28  -0.0768
H 1.61 1.93 -1.19  0.1218

The total energy is -8430.713 eV. The energy above the lowest of the compared OMol25 structures with the same formula, charge and spin is 12.1 kcal/mol. The HOMO energy comes out at -9.242 eV. The value obtained for the molar mass is 98.14 g/mol.

***

DFT (ωB97M-V with the def2-TZVPD basis set) results for a single C6H10O molecule.

Last column: Löwdin charge in e.
CARTESIAN COORDINATES (ANGSTROEM)
H 2.24 0.03 0.52  0.1048
C -1.01 0.92 0.27  -0.3853
C -0.01 -0.38 -1.55  -0.0906
H 0.04 -0.76 -2.57  0.1006
C 1.21 -0.27 0.72  -0.1740
H 0.13 1.07 2.06  0.1132
H -1.53 1.05 -1.92  0.1056
H 1.25 -0.90 1.61  0.1075
C 0.34 0.98 0.99  -0.1426
C 0.69 -1.14 -0.45  -0.1990
C -0.86 0.59 -1.20  -0.0470
H -1.56 1.85 0.42  0.1407
H -1.45 -0.95 0.53  0.0735
H 0.87 1.88 0.69  0.1133
H 1.47 -1.82 -0.83  0.1071
O -1.83 -0.10 0.84  -0.0404
H -0.07 -1.85 -0.02  0.1129

The total energy is -8430.784 eV. The energy above the lowest of the compared OMol25 structures with the same formula, charge and spin is 10.5 kcal/mol. The HOMO energy comes out at -9.397 eV. The value obtained for the molar mass is 98.14 g/mol.

***

DFT (ωB97M-V with the def2-TZVPD basis set) results for a single C6H10O molecule.

Last column: Löwdin charge in e.
CARTESIAN COORDINATES (ANGSTROEM)
C 0.14 -0.02 1.11  -0.1920
H -0.62 -0.41 1.79  0.1154
O 0.14 -3.18 -0.16  0.0574
H -1.35 3.02 -1.92  0.0679
C -0.50 0.81 0.01  -0.1466
H 1.28 -1.79 1.48  0.1142
H -1.92 3.21 -0.22  0.0741
H 0.73 0.61 1.78  0.1088
H -1.56 0.61 -0.17  0.1075
H 2.05 -0.66 0.30  0.1202
H 0.90 2.23 -0.58  0.1047
H -0.13 -1.47 -1.14  0.1209
C -0.16 2.06 -0.36  -0.1706
C -1.05 3.16 -0.89  -0.1037
C 1.11 -1.13 0.63  -0.1623
H -0.61 4.16 -0.78  0.0702
C 0.44 -2.03 -0.35  -0.2859

The total energy is -8429.634 eV. The energy above the lowest of the compared OMol25 structures with the same formula, charge and spin is 37.0 kcal/mol. The HOMO energy comes out at -9.136 eV. The value obtained for the molar mass is 98.14 g/mol.

***

DFT (ωB97M-V with the def2-TZVPD basis set) results for a single C6H10O molecule.

Last column: Löwdin charge in e.
CARTESIAN COORDINATES (ANGSTROEM)
C 2.23 0.31 0.53  -0.0960
H -1.62 -2.03 -0.19  0.1303
O 1.00 -0.25 0.92  -0.1390
H -0.21 -0.56 -2.25  0.1282
C 0.38 -0.98 -0.09  -0.3076
H -2.80 0.26 0.29  0.1064
C -1.10 -1.07 -0.11  -0.1515
H 2.28 0.48 -0.56  0.0929
H -1.64 1.48 -1.41  0.1061
C -0.36 -0.29 -1.20  -0.1579
H 0.91 -1.89 -0.39  0.1555
C -1.72 0.22 0.42  -0.1239
H 2.35 1.26 1.04  0.0880
H -1.47 0.47 1.45  0.1056
H 3.07 -0.34 0.81  0.0864
H -0.24 1.77 -0.34  0.1027
C -0.96 1.02 -0.69  -0.1260

The total energy is -8429.409 eV. The energy above the lowest of the compared OMol25 structures with the same formula, charge and spin is 42.2 kcal/mol. The HOMO energy comes out at -9.337 eV. The value obtained for the molar mass is 98.14 g/mol.

***

- HOMO of number 2 (C6H10O)?
  -9.397 eV

***

- The lowest HOMO belongs to which entry?
  number 2